DFT (ωB97M-V/def2-TZVPD) results for a single C21H25N5O5S molecule at a distorted geometry.

The geometry in XYZ format:
```
57
Properties=species:S:1:pos:R:3:forces:R:3
C -3.14513 -2.69280 -3.32641 0.189 0.352 0.236
C -2.35375 -1.47880 -2.86613 -0.004 -0.192 -0.343
O -2.73352 -1.20912 -1.52369 -0.154 -0.093 0.163
C -2.07519 -0.23993 -0.84362 0.194 0.380 0.368
C -1.12620 0.61034 -1.39965 -0.335 -0.273 -0.069
C -0.45982 1.53823 -0.63056 0.391 0.596 0.045
S 0.73227 2.56270 -1.49253 0.373 -0.242 -0.174
O 0.42698 2.49696 -2.89341 0.012 -0.248 -0.071
O 0.83859 3.85086 -0.87862 -0.025 -0.278 0.198
N 2.10858 1.65787 -1.30261 -0.519 0.365 -0.282
C 2.85606 1.73074 -0.07201 0.411 -0.282 0.446
C 3.37420 0.32009 0.29422 -0.101 0.610 0.283
O 4.26180 -0.06615 -0.74661 -0.214 0.321 0.011
C 4.06709 -1.35040 -1.28665 0.030 -0.446 -0.325
C 2.61269 -1.57491 -1.70307 0.295 0.119 0.166
C 1.78481 -1.48321 -0.45790 0.034 0.011 -0.020
C 0.68439 -2.29639 -0.22906 0.026 0.039 0.024
C 0.00084 -2.23157 0.97016 -0.001 -0.104 0.037
C 0.42355 -1.35848 1.95910 0.040 -0.043 0.104
C 1.52113 -0.54737 1.73884 0.105 -0.086 -0.067
C 2.20485 -0.59851 0.53091 0.005 -0.224 -0.051
C -0.69892 1.66486 0.73622 -0.337 -0.249 -0.160
O 0.06206 2.53269 1.42228 0.061 0.079 0.187
C -0.23544 2.80177 2.78595 0.022 0.135 0.312
C 0.74081 3.86965 3.25158 -0.234 -0.300 -0.255
C -1.68722 0.85962 1.29377 0.017 0.217 -0.136
C -2.35622 -0.08214 0.52338 0.565 0.636 -0.474
N -3.27697 -0.90030 1.18315 -1.113 -1.047 -0.150
C -4.27333 -1.70640 0.73220 0.295 0.270 0.214
N -4.83921 -2.27653 1.76145 -0.573 -0.402 -0.803
N -4.19651 -1.83106 2.83513 -0.172 -0.205 0.918
N -3.27972 -1.02253 2.52321 1.025 0.747 0.234
H -4.21062 -2.48212 -3.29251 -0.111 0.001 -0.037
H -2.86813 -2.94597 -4.34527 0.009 -0.043 -0.111
H -2.93850 -3.54143 -2.67961 0.027 -0.104 0.024
H -1.27626 -1.68017 -2.91006 -0.064 0.082 0.021
H -2.57829 -0.61152 -3.49912 0.081 -0.039 0.092
H -0.88091 0.58959 -2.44762 -0.059 -0.137 -0.167
H 2.67511 1.62239 -2.13414 -0.102 0.086 -0.306
H 3.71249 2.40844 -0.15757 -0.113 0.000 0.030
H 2.17943 2.10701 0.69392 0.205 -0.029 0.178
H 3.96034 0.40308 1.22463 -0.132 -0.003 -0.132
H 4.74412 -1.40142 -2.14242 -0.055 -0.079 0.082
H 4.35716 -2.12319 -0.55710 -0.009 0.070 -0.129
H 2.49882 -2.54979 -2.17929 -0.001 -0.003 -0.017
H 2.31606 -0.79782 -2.41184 0.029 -0.068 -0.092
H 0.37335 -2.99395 -0.99409 -0.037 -0.096 -0.095
H -0.84900 -2.87490 1.14422 -0.111 -0.065 0.027
H -0.10165 -1.32139 2.90163 -0.070 0.025 0.099
H 1.86341 0.12523 2.51241 0.039 0.108 0.134
H -0.12475 1.88618 3.38199 -0.080 0.053 -0.076
H -1.26781 3.16142 2.87661 0.058 -0.107 -0.045
H 1.75789 3.48831 3.22424 0.124 -0.018 0.036
H 0.67904 4.72781 2.58867 -0.003 0.122 -0.012
H 0.50090 4.17540 4.26574 0.002 0.030 0.103
H -1.94360 0.91411 2.33892 0.070 0.046 0.056
H -4.54212 -1.83507 -0.29135 -0.006 0.008 -0.229
```
Positions in Å, forces in eV/Å.

The energy above the lowest of the compared OMol25 structures with the same formula, charge and spin comes out at 5.1479 eV. The calculation puts the frontier orbital gap at 8.570 eV. The calculation puts the lowest unoccupied orbital energy at 0.00 eV. The total energy is -1863.336435 a.u.

Let us look at the Löwdin charges, expressed in e, one per atom: number 1, C, carries -0.056; number 2, C, carries -0.236; number 3, O, carries -0.071; number 4, C, carries -0.200; number 5, C, carries 0.021; number 6, C, carries -0.165; number 7, S, carries 0.674; number 8, O, carries -0.292; number 9, O, carries -0.260; number 10, N, carries -0.109; number 11, C, carries -0.146; number 12, C, carries -0.253; number 13, O, carries -0.090; number 14, C, carries -0.188; number 15, C, carries -0.105; number 16, C, carries -0.178; number 17, C, carries -0.029; number 18, C, carries -0.080; number 19, C, carries -0.080; number 20, C, carries -0.025; number 21, C, carries -0.133; number 22, C, carries -0.258; number 23, O, carries -0.079; number 24, C, carries -0.231; number 25, C, carries -0.050; number 26, C, carries 0.055; number 27, C, carries -0.120; number 28, N, carries -0.024; number 29, C, carries -0.113; number 30, N, carries 0.024; number 31, N, carries -0.042; number 32, N, carries 0.046; number 33, H, carries 0.079; number 34, H, carries 0.079; number 35, H, carries 0.080; number 36, H, carries 0.123; number 37, H, carries 0.132; number 38, H, carries 0.112; number 39, H, carries 0.119; number 40, H, carries 0.135; number 41, H, carries 0.106; number 42, H, carries 0.159; number 43, H, carries 0.127; number 44, H, carries 0.135; number 45, H, carries 0.122; number 46, H, carries 0.116; number 47, H, carries 0.113; number 48, H, carries 0.108; number 49, H, carries 0.108; number 50, H, carries 0.120; number 51, H, carries 0.123; number 52, H, carries 0.133; number 53, H, carries 0.076; number 54, H, carries 0.085; number 55, H, carries 0.079; number 56, H, carries 0.110; number 57, H, carries 0.117

DFT (ωB97M-V/def2-TZVPD) results for a single C21H25NO2 molecule.

The geometry in XYZ format:
```
49
Properties=species:S:1:pos:R:3:forces:R:3
C 7.29650 2.37599 -0.76064 -0.359 -0.267 0.149
C 6.39967 1.77475 0.30436 0.273 0.258 0.328
O 5.41298 0.96290 -0.33834 0.180 0.098 -0.424
C 4.51639 0.37382 0.45492 -0.198 -0.243 -0.093
O 4.51118 0.48534 1.65393 0.004 0.015 0.077
C 3.50042 -0.41217 -0.34706 -0.004 0.074 0.365
C 2.18828 0.38493 -0.37159 -0.088 -0.200 -0.205
C 1.08686 -0.43697 -1.05311 0.037 0.292 -0.015
N 0.87005 -1.73838 -0.45329 -0.103 -0.121 0.025
C 0.17030 -1.68953 0.82146 0.058 -0.068 -0.046
C -1.22091 -1.14582 0.64136 -0.052 0.057 0.116
C -1.71482 -0.14107 1.46119 0.104 -0.141 -0.018
C -2.99734 0.34511 1.28795 -0.155 -0.006 -0.081
C -3.81606 -0.15337 0.27878 0.265 -0.047 0.088
C -5.17609 0.37132 0.08644 -0.249 0.099 -0.038
C -5.99740 0.63522 1.18012 0.067 -0.021 -0.041
C -7.27607 1.12803 0.99813 -0.081 0.063 0.048
C -7.75408 1.37053 -0.27874 -0.081 0.032 -0.011
C -6.94552 1.11410 -1.37335 -0.088 0.003 -0.074
C -5.66848 0.61633 -1.19338 0.050 -0.028 0.060
C -3.31477 -1.15850 -0.54678 -0.024 0.037 0.049
C -2.03853 -1.65059 -0.36345 0.052 0.023 0.044
C 2.10389 -2.49567 -0.42371 0.216 -0.081 0.111
C 3.25657 -1.78137 0.29272 -0.122 0.001 -0.204
H 6.70999 2.98307 -1.44494 -0.004 0.093 -0.083
H 7.78497 1.58798 -1.32730 0.097 -0.036 -0.074
H 8.05290 2.99843 -0.29161 0.084 0.066 0.030
H 5.89062 2.55190 0.88544 0.091 -0.141 -0.042
H 6.96890 1.14952 1.00130 -0.112 0.115 -0.062
H 3.87531 -0.52936 -1.36804 -0.025 -0.001 0.041
H 1.89731 0.62186 0.65347 0.025 0.056 0.042
H 2.32930 1.32424 -0.90898 -0.023 0.066 0.027
H 1.36041 -0.60417 -2.10033 -0.038 0.075 -0.027
H 0.14446 0.11455 -1.03070 0.058 0.003 -0.117
H 0.69686 -1.09927 1.58772 -0.063 -0.066 0.025
H 0.10087 -2.71998 1.18807 0.088 0.072 0.047
H -1.09053 0.26777 2.24374 0.091 0.039 0.055
H -3.35968 1.13841 1.92570 -0.042 0.078 0.041
H -5.63550 0.43272 2.17783 0.036 -0.028 0.079
H -7.90381 1.32268 1.85582 -0.044 0.003 0.060
H -8.75240 1.75778 -0.42015 -0.073 0.027 -0.010
H -7.31179 1.30497 -2.37186 -0.019 0.020 -0.069
H -5.03622 0.43345 -2.05027 0.062 -0.012 -0.066
H -3.94269 -1.57044 -1.32355 -0.066 -0.040 -0.064
H -1.65323 -2.42816 -1.00535 0.039 -0.083 -0.086
H 2.39224 -2.68218 -1.46419 0.034 -0.082 0.019
H 1.91017 -3.46037 0.05135 0.018 -0.012 -0.069
H 3.01855 -1.63972 1.34820 0.052 -0.007 0.032
H 4.15996 -2.39062 0.23075 0.030 -0.035 0.063
```
Positions in Å, forces in eV/Å.

The energy above the lowest of the compared OMol25 structures with the same formula, charge and spin comes out at 0.1802 eV. The calculation puts the frontier orbital gap at 9.188 eV. The calculation puts the lowest unoccupied orbital energy at 0.86 eV. The total energy is -1020.480197 a.u.

Let us look at the Löwdin charges, expressed in e, one per atom: number 1, C, carries -0.066; number 2, C, carries -0.225; number 3, O, carries 0.004; number 4, C, carries -0.483; number 5, O, carries 0.121; number 6, C, carries -0.226; number 7, C, carries -0.114; number 8, C, carries -0.172; number 9, N, carries -0.171; number 10, C, carries -0.154; number 11, C, carries -0.226; number 12, C, carries -0.030; number 13, C, carries -0.025; number 14, C, carries -0.188; number 15, C, carries -0.189; number 16, C, carries -0.037; number 17, C, carries -0.085; number 18, C, carries -0.096; number 19, C, carries -0.085; number 20, C, carries -0.037; number 21, C, carries -0.020; number 22, C, carries -0.027; number 23, C, carries -0.183; number 24, C, carries -0.124; number 25, H, carries 0.077; number 26, H, carries 0.076; number 27, H, carries 0.077; number 28, H, carries 0.128; number 29, H, carries 0.128; number 30, H, carries 0.152; number 31, H, carries 0.120; number 32, H, carries 0.125; number 33, H, carries 0.126; number 34, H, carries 0.120; number 35, H, carries 0.117; number 36, H, carries 0.133; number 37, H, carries 0.112; number 38, H, carries 0.112; number 39, H, carries 0.111; number 40, H, carries 0.102; number 41, H, carries 0.099; number 42, H, carries 0.101; number 43, H, carries 0.111; number 44, H, carries 0.113; number 45, H, carries 0.116; number 46, H, carries 0.123; number 47, H, carries 0.119; number 48, H, carries 0.116; number 49, H, carries 0.123

DFT (ωB97M-V/def2-TZVPD) results for a molecular structure, C21H26BrN3O3PPb at a distorted geometry.

The geometry in XYZ format:
```
56
Properties=species:S:1:pos:R:3:forces:R:3
Pb -0.14351 -0.47448 -0.93820 -1.019 -0.173 -2.386
Br -1.21630 6.36692 2.00898 0.114 -0.115 0.199
C -0.56273 4.63310 1.73598 -0.173 -1.809 0.019
C -1.45984 3.58719 1.38837 0.200 1.636 -0.076
C -0.97091 2.34456 0.99809 -1.785 -0.170 -0.012
C 0.38896 2.13870 0.93102 0.381 1.923 0.556
C 1.29573 3.15959 1.27485 -0.637 -0.023 0.656
C 0.80088 4.32095 1.83013 0.121 0.760 -0.860
N 0.86276 0.91327 0.60295 3.687 -2.038 1.051
C 2.03612 0.54236 1.09638 -2.169 1.910 -0.206
C 2.61799 -0.69222 0.74528 0.837 -3.138 -1.387
C 3.89232 -1.10974 1.19255 -1.261 -0.058 -0.412
C 4.39538 -2.33968 0.78046 -3.067 0.064 -1.167
C 3.52169 -3.15363 -0.00840 1.901 0.293 0.566
C 2.32217 -2.68325 -0.48366 -0.400 0.697 0.307
N 1.88971 -1.47604 -0.11092 0.888 0.462 0.324
H -2.51734 3.89132 1.37519 0.465 -0.704 -0.059
H -1.71495 1.52533 0.76709 1.026 0.905 0.253
H 2.38097 3.05701 1.17382 -0.539 -0.061 -0.009
H 1.53521 5.03154 2.17061 -0.142 0.435 0.020
H 2.61327 1.18289 1.78632 -0.584 -0.328 -0.273
H 4.39237 -0.47560 1.88760 0.596 0.334 0.240
H 5.36374 -2.64193 1.03513 1.149 -0.582 0.428
H 3.83406 -4.13631 -0.31010 0.207 -0.218 -0.063
H 1.70227 -3.26728 -1.18910 0.348 0.418 0.548
C -1.16396 -1.65211 3.87232 1.298 -0.931 0.880
O -0.74628 -1.52328 2.47934 -0.578 -0.285 0.408
P -1.87467 -1.65588 1.33074 -0.702 -0.847 0.476
O -3.03606 -0.89149 2.11981 -0.271 1.094 0.474
C -4.36244 -0.65224 1.64382 -0.796 -1.880 -0.594
O -2.56100 -3.14207 1.41910 0.293 0.462 0.016
C -2.00500 -4.44874 1.18524 0.530 0.367 -0.393
H -0.35513 -2.28024 4.38190 -1.173 1.057 -0.596
H -2.12783 -2.13675 3.99575 0.052 -0.327 -0.337
H -1.29286 -0.67771 4.34818 0.457 0.015 -0.260
H -4.44297 -1.19301 0.67011 -0.394 0.479 0.583
H -4.59653 0.40381 1.47181 0.340 -0.177 0.388
H -5.08877 -1.14769 2.36517 0.888 0.865 -0.893
H -2.77861 -5.10231 1.58285 0.357 -0.305 -0.052
H -1.05156 -4.53255 1.76164 -0.713 -0.235 -0.537
H -1.85137 -4.67942 0.08517 -0.113 0.443 1.243
C -2.36931 0.62853 -3.45938 -1.613 0.629 1.018
C -0.97852 0.84939 -3.86640 2.155 -0.059 -0.471
C -0.39540 1.14793 -5.10870 -2.242 -0.303 0.031
C 0.96334 1.28962 -4.94658 2.362 0.106 1.716
C 1.24726 1.09084 -3.53629 -1.337 0.119 -3.204
C 2.53543 1.13704 -2.82300 0.427 0.179 0.277
N 0.06191 0.79828 -2.93663 -0.365 0.049 0.886
H -3.05531 0.88400 -4.28263 0.250 -0.213 0.250
H -2.66598 1.33959 -2.61126 0.333 -0.873 -0.902
H -2.63394 -0.40394 -3.12397 0.281 0.521 -0.250
H -0.94270 1.26327 -6.06000 0.315 -0.080 0.711
H 1.67740 1.51730 -5.76429 -0.472 -0.132 0.894
H 3.10284 1.99280 -3.19723 0.165 -0.126 0.147
H 3.13391 0.23385 -3.00215 0.037 0.124 0.233
H 2.39410 1.29860 -1.73486 0.083 -0.153 -0.402
```
Positions in Å, forces in eV/Å.

The energy above the lowest of the compared OMol25 structures with the same formula, charge and spin comes out at 1.2217 eV. The calculation puts the frontier orbital gap at 3.745 eV. Its net charge is +1. The calculation puts the lowest unoccupied orbital energy at -5.00 eV. The total energy is -4313.768915 a.u.

Let us look at the Löwdin charges, expressed in e, one per atom: number 1, Pb, carries 1.360; number 2, Br, carries 0.811; number 3, C, carries -0.678; number 4, C, carries -0.089; number 5, C, carries -0.020; number 6, C, carries -0.325; number 7, C, carries -0.005; number 8, C, carries -0.096; number 9, N, carries -0.050; number 10, C, carries -0.039; number 11, C, carries -0.246; number 12, C, carries 0.035; number 13, C, carries 0.022; number 14, C, carries -0.006; number 15, C, carries -0.110; number 16, N, carries -0.049; number 17, H, carries 0.112; number 18, H, carries 0.113; number 19, H, carries 0.124; number 20, H, carries 0.111; number 21, H, carries 0.148; number 22, H, carries 0.118; number 23, H, carries 0.105; number 24, H, carries 0.114; number 25, H, carries 0.135; number 26, C, carries -0.097; number 27, O, carries -0.378; number 28, P, carries 0.667; number 29, O, carries -0.375; number 30, C, carries -0.098; number 31, O, carries -0.357; number 32, C, carries -0.099; number 33, H, carries 0.115; number 34, H, carries 0.075; number 35, H, carries 0.086; number 36, H, carries 0.085; number 37, H, carries 0.084; number 38, H, carries 0.116; number 39, H, carries 0.087; number 40, H, carries 0.091; number 41, H, carries 0.100; number 42, C, carries -0.108; number 43, C, carries -0.421; number 44, C, carries -0.098; number 45, C, carries -0.074; number 46, C, carries -0.404; number 47, C, carries -0.074; number 48, N, carries -0.164; number 49, H, carries 0.081; number 50, H, carries 0.085; number 51, H, carries 0.060; number 52, H, carries 0.109; number 53, H, carries 0.104; number 54, H, carries 0.082; number 55, H, carries 0.075; number 56, H, carries 0.048

The highest frontier orbital gap belongs to which entry?
C21H25NO2

Among the records above, which one has the lowest frontier orbital gap?
C21H26BrN3O3PPb

Look up the energy above the lowest of the compared OMol25 structures with the same formula, charge and spin of the second one.
0.1802 eV